This record from OMol25 describes a cluster of 10 separate species, C44H63F3NO31P in total. The level of theory is the ωB97M-V functional and the def2-TZVPD basis.

Last column: Mulliken charge in e.
Positions of all 143 atoms, in Å:
C  1.07196  -0.14694  5.22111  -1.395
C  0.48032  -0.31873  4.03860  -0.492
C  0.91081  0.44078  2.75023  0.757
C  0.60602  1.92719  2.96780  -0.618
C  -0.77326  2.20305  3.59989  -0.240
C  -1.62195  3.19219  2.81666  -1.145
O  -1.64061  2.82791  1.42143  0.127
C  -1.80638  3.94517  0.63432  0.553
C  -0.56886  4.35884  -0.09246  -0.785
O  -2.87926  4.47829  0.54848  -0.647
C  2.39811  0.03723  2.63180  -0.492
C  2.24258  -1.46123  2.31965  -0.023
O  3.05069  -2.31936  2.57214  -0.628
N  1.00173  -1.64691  1.68573  -0.007
C  0.38633  -0.29825  1.50882  1.835
C  -1.15498  -0.53470  1.53410  -1.829
O  -1.74408  -0.56684  0.20975  -0.383
C  -3.07220  -0.42484  0.19309  0.884
F  -3.48097  0.84480  0.34500  -0.226
F  -3.52180  -0.84734  -1.00520  -0.248
F  -3.70596  -1.14621  1.15397  -0.266
P  0.77127  0.46915  -0.17941  0.018
C  2.11652  1.75292  -0.12817  -0.299
C  3.39212  1.47094  -0.94822  -1.636
C  1.16719  -0.84351  -1.39142  -0.588
C  2.29675  -1.84875  -1.04656  -1.075
H  1.28101  -0.97498  5.88547  0.302
H  1.40395  0.82653  5.56417  0.303
H  -0.35243  -1.00714  3.93088  0.322
H  1.35455  2.29806  3.66769  0.711
H  0.71037  2.53519  2.07444  -0.557
H  -1.38864  1.32050  3.73439  -0.278
H  -0.66202  2.64654  4.58330  0.606
H  -1.32848  4.22912  2.98973  0.613
H  -2.64329  3.10459  3.17864  0.332
H  -0.40901  3.71796  -0.95495  0.288
H  -0.63321  5.40792  -0.35717  0.368
H  0.30966  4.24092  0.53712  0.128
H  3.03514  0.28435  3.46895  0.531
H  2.91868  0.40159  1.74174  0.201
H  0.46945  -2.31221  2.23238  0.515
H  -1.39482  -1.50332  1.96650  0.407
H  -1.66116  0.24644  2.09118  0.316
H  2.42149  2.01736  0.87723  0.642
H  1.66848  2.64978  -0.54111  0.484
H  4.21312  2.05888  -0.53864  0.405
H  3.30416  1.76759  -1.98551  0.360
H  3.72417  0.43831  -0.93601  0.246
H  0.27692  -1.42175  -1.61544  0.529
H  1.43207  -0.32367  -2.31102  0.344
H  1.84772  -2.74351  -0.62409  0.436
H  2.86461  -2.16751  -1.91468  0.159
H  2.98223  -1.47205  -0.29564  0.095
O  -4.02286  -5.80485  4.70118  -0.525
C  -4.60169  -5.16484  3.89035  0.603
O  -4.77127  -5.52539  2.59409  -0.331
C  -5.70178  -4.61856  1.99479  -0.255
C  -5.57033  -3.39595  2.87565  0.208
O  -5.18304  -3.96024  4.13182  -0.317
H  -5.43919  -4.42801  0.95716  0.199
H  -6.69967  -5.05846  2.03336  0.285
H  -4.78467  -2.72033  2.53816  -0.130
H  -6.49892  -2.83902  2.97463  0.322
O  -3.04718  2.49385  5.53791  -0.528
C  -3.26612  1.40892  5.97058  0.606
O  -4.45293  1.00810  6.48093  -0.359
C  -4.39674  -0.40976  6.67992  -0.208
C  -2.90975  -0.65953  6.80160  -0.341
O  -2.35853  0.40393  6.01581  -0.225
H  -4.95259  -0.69497  7.56874  0.320
H  -4.83475  -0.90502  5.81136  0.118
H  -2.54989  -0.56180  7.82692  0.256
H  -2.60530  -1.62651  6.40932  0.326
O  2.47467  6.95465  2.61171  -0.534
C  1.95919  7.71480  1.86088  0.604
O  0.69172  7.58991  1.39351  -0.225
C  0.35509  8.80344  0.70520  -0.267
C  1.71316  9.34793  0.32513  -0.339
O  2.55430  8.82147  1.35551  -0.341
H  -0.27727  8.59376  -0.15343  0.296
H  -0.18624  9.45368  1.39336  0.241
H  2.06133  8.97084  -0.63855  0.257
H  1.74994  10.43392  0.31568  0.307
O  -6.88686  -5.80033  -4.00470  -0.507
C  -6.02415  -5.05646  -3.68217  0.606
O  -6.05780  -3.71034  -3.85884  -0.352
C  -4.95981  -3.14206  -3.14161  -0.120
C  -3.99072  -4.30011  -3.05666  -0.278
O  -4.86519  -5.43108  -3.08077  -0.343
H  -4.55541  -2.28552  -3.67451  0.280
H  -5.30940  -2.81650  -2.15991  0.183
H  -3.32235  -4.35170  -3.91802  0.292
H  -3.39501  -4.29224  -2.14718  0.243
O  4.87501  -1.81771  -3.35770  -0.530
C  4.39742  -1.03730  -4.11774  0.505
O  4.30700  -1.23020  -5.44885  -0.312
C  3.47168  -0.19410  -5.99502  -0.194
C  3.60987  0.89995  -4.96339  -0.405
O  3.87027  0.15918  -3.76069  -0.120
H  3.81976  0.10010  -6.97688  0.257
H  2.45654  -0.56647  -6.07431  0.218
H  4.45693  1.56045  -5.15794  0.287
H  2.70886  1.49918  -4.86163  0.325
O  3.27564  -7.15538  -6.19096  -0.536
C  4.15652  -6.51532  -5.72021  0.619
O  4.21452  -5.16213  -5.72832  -0.271
C  5.29303  -4.75653  -4.87580  -0.084
C  6.18093  -5.98051  -4.87863  -0.334
O  5.24427  -7.03950  -5.10160  -0.334
H  5.78182  -3.87063  -5.27025  0.188
H  4.89511  -4.52726  -3.88740  0.186
H  6.90402  -5.97269  -5.69682  0.248
H  6.70982  -6.12530  -3.94025  0.309
O  -3.86355  10.28145  1.17723  -0.533
C  -4.10479  9.23149  1.67516  0.632
O  -5.31060  8.87104  2.17509  -0.357
C  -5.26621  7.46935  2.46994  -0.397
C  -3.78640  7.22584  2.65780  0.168
O  -3.20563  8.22830  1.81985  -0.213
H  -5.85183  7.24280  3.35696  0.327
H  -5.67570  6.91816  1.62192  0.273
H  -3.46228  7.38962  3.68765  0.216
H  -3.47716  6.23313  2.33953  -0.122
O  1.60895  0.83185  -7.75870  -0.503
C  1.42084  0.17555  -8.73303  0.651
O  1.61504  -1.16055  -8.79498  -0.262
C  1.07354  -1.63136  -10.03503  -0.305
C  1.11022  -0.38477  -10.89193  -0.340
O  0.99119  0.65937  -9.91744  -0.344
H  1.67492  -2.44384  -10.43308  0.293
H  0.05876  -1.99153  -9.86048  0.271
H  2.05815  -0.26622  -11.41912  0.258
H  0.29604  -0.33482  -11.60953  0.298
O  5.71567  -7.65905  5.44256  -0.516
C  5.16503  -6.88290  4.73532  0.590
O  4.98725  -7.04808  3.40018  -0.352
C  4.09149  -6.02993  2.94152  -0.302
C  4.26328  -4.95263  3.98690  0.002
O  4.62764  -5.70894  5.14853  -0.341
H  4.36187  -5.69982  1.94229  0.265
H  3.07814  -6.43569  2.92038  0.286
H  5.07211  -4.26190  3.74617  0.215
H  3.35613  -4.38384  4.16316  0.138

## Properties
Net charge: 0
HOMO (eV): -7.86
Frontier orbital gap (eV): 7.71
LUMO level (eV): -0.15
Strongest force on any atom (eV/Å): 2.2
SMILES: C=C[C@@]1(CCCOC(C)=O)CC(=O)N[C@]1(COC(F)(F)F)P(CC)CC.O=C1OCCO1.O=C1OCCO1.O=C1OCCO1.O=C1OCCO1.O=C1OCCO1.O=C1OCCO1.O=C1OCCO1.O=C1OCCO1.O=C1OCCO1